[1]
{
  "formula": "C16H32InN4O4S2",
  "method": "the ωB97M-V functional and the def2-TZVPD basis",
  "total_charge": 3,
  "elements": ["In", "C", "N", "C", "C", "O", "C", "O", "C", "C", "O", "N", "C", "C", "H", "H", "H", "H", "H", "H", "H", "H", "H", "H", "H", "H", "H", "H", "H", "H", "C", "N", "C", "C", "N", "C", "S", "H", "H", "H", "H", "H", "H", "H", "H", "O", "S", "C", "C", "C", "C", "H", "H", "H", "H", "H", "H", "H", "H"],
  "coordinates": [[-0.28, 0.28, -0.33], [-2.42, -3.99, 0.60], [-2.25, -2.97, 1.64], [-2.72, -3.34, 2.98], [-1.70, -1.82, 1.37], [-1.25, -1.54, 0.21], [-1.57, -0.76, 2.47], [-1.21, 0.48, 1.87], [-2.12, 1.56, 2.06], [-1.96, 2.51, 0.88], [-1.23, 2.16, -0.10], [-2.58, 3.66, 0.91], [-3.40, 4.10, 2.05], [-2.44, 4.62, -0.19], [-3.37, -4.50, 0.78], [-2.46, -3.53, -0.38], [-1.61, -4.71, 0.65], [-3.80, -3.22, 3.04], [-2.48, -4.39, 3.14], [-2.23, -2.77, 3.76], [-2.50, -0.67, 3.03], [-0.78, -1.06, 3.16], [-3.15, 1.20, 2.09], [-1.89, 2.07, 3.00], [-3.87, 3.27, 2.56], [-2.79, 4.67, 2.75], [-4.19, 4.74, 1.66], [-1.87, 4.19, -1.00], [-3.44, 4.89, -0.54], [-1.94, 5.52, 0.18], [1.10, -0.19, -5.49], [0.95, -1.21, -4.45], [1.58, -2.53, -4.61], [1.08, -3.29, -3.37], [0.57, -2.19, -2.52], [0.42, -1.08, -3.26], [-0.37, 0.39, -2.75], [2.16, -0.04, -5.70], [0.65, 0.74, -5.17], [0.60, -0.54, -6.40], [2.66, -2.41, -4.63], [1.26, -2.99, -5.54], [1.88, -3.83, -2.86], [0.27, -3.98, -3.60], [-0.07, -2.38, -1.77], [1.62, 0.29, 0.47], [2.26, 1.37, 1.43], [3.56, 2.12, 0.43], [4.74, 1.16, 0.49], [4.84, 0.75, 1.95], [3.43, 0.39, 2.41], [3.79, 3.07, 0.93], [3.15, 2.33, -0.56], [5.65, 1.65, 0.14], [4.56, 0.30, -0.15], [5.23, 1.58, 2.55], [5.51, -0.10, 2.10], [3.23, 0.58, 3.47], [3.16, -0.64, 2.17]],
  "lowdin_charge": [0.7792, 0.0323, -0.0899, 0.0278, -0.3367, -0.0607, -0.0501, -0.1868, -0.0452, -0.3457, -0.0615, -0.0895, 0.0247, 0.0390, 0.1149, 0.0947, 0.1178, 0.1222, 0.1174, 0.0961, 0.1494, 0.1644, 0.1591, 0.1620, 0.0972, 0.1211, 0.1137, 0.0953, 0.1145, 0.1186, 0.0085, -0.1215, -0.0561, -0.0768, 0.0455, -0.6813, 0.8259, 0.1137, 0.0679, 0.1161, 0.1428, 0.1440, 0.1308, 0.1349, 0.1113, -0.5797, 1.0772, -0.2896, -0.2050, -0.1950, -0.2680, 0.1177, 0.1090, 0.1358, 0.1231, 0.1299, 0.1342, 0.1036, 0.1055]
}

[2]
{
  "formula": "C3H6NO2",
  "method": "the ωB97M-V functional and the def2-TZVPD basis",
  "total_charge": -1,
  "elements": ["O", "C", "O", "C", "C", "N", "H", "H", "H", "H", "H", "H"],
  "coordinates": [[4.33, -2.22, -2.44], [3.28, -2.61, -2.90], [2.89, -3.38, -3.80], [-1.76, 1.62, 2.07], [-1.56, 0.67, 1.00], [-1.86, 2.96, 1.81], [2.36, -2.04, -2.44], [-0.98, -0.26, 1.37], [-2.58, 0.39, 0.57], [-1.01, 1.17, 0.11], [-2.35, 1.18, 2.97], [-0.75, 2.53, 1.69]],
  "lowdin_charge": [-0.1232, -0.7956, -0.1531, -0.4165, -0.1549, 0.0258, 0.0727, 0.1034, 0.1042, 0.1102, 0.1132, 0.1138]
}

[3]
{
  "formula": "C13H20N4O3",
  "method": "the ωB97M-V functional and the def2-TZVPD basis",
  "elements": ["C", "C", "O", "C", "O", "N", "C", "C", "N", "C", "C", "N", "C", "C", "C", "C", "N", "O", "C", "C", "H", "H", "H", "H", "H", "H", "H", "H", "H", "H", "H", "H", "H", "H", "H", "H", "H", "H", "H", "H"],
  "coordinates": [[-2.51, -3.04, -0.93], [-3.64, -2.03, -1.01], [-3.16, -0.69, -0.93], [-2.89, -0.24, 0.32], [-3.05, -0.90, 1.32], [-2.47, 1.05, 0.31], [-2.06, 1.76, -0.88], [-0.53, 1.74, -0.97], [0.03, 2.34, 0.23], [1.46, 2.54, 0.13], [2.22, 1.28, -0.16], [2.16, 0.15, 0.46], [2.96, -0.67, -0.28], [3.19, -2.07, 0.04], [2.04, -2.86, 0.63], [3.20, -2.48, 1.49], [3.49, -0.06, -1.30], [3.01, 1.22, -1.24], [-0.37, 1.60, 1.42], [-1.90, 1.61, 1.52], [-2.90, -4.04, -1.07], [-2.04, -2.98, 0.05], [-1.76, -2.84, -1.70], [-4.36, -2.20, -0.20], [-4.15, -2.09, -1.98], [-2.40, 2.79, -0.79], [-2.50, 1.29, -1.75], [-0.20, 0.69, -1.10], [-0.20, 2.31, -1.84], [1.82, 2.95, 1.08], [1.67, 3.25, -0.67], [3.86, -2.56, -0.65], [1.11, -2.34, 0.78], [1.94, -3.89, 0.32], [3.05, -1.70, 2.22], [3.90, -3.25, 1.78], [-0.01, 0.57, 1.39], [0.05, 2.10, 2.29], [-2.26, 2.63, 1.63], [-2.23, 1.00, 2.36]],
  "lowdin_charge": [-0.0630, -0.2191, -0.0135, -0.5405, 0.0913, -0.0378, -0.1172, -0.1551, -0.1540, -0.1018, -0.3242, 0.2144, -0.3253, -0.2156, -0.1049, -0.1042, 0.1310, 0.0360, -0.1602, -0.1155, 0.0761, 0.0696, 0.0764, 0.1217, 0.1222, 0.1304, 0.1245, 0.1324, 0.1306, 0.1341, 0.1330, 0.1404, 0.0949, 0.1002, 0.1001, 0.0997, 0.1129, 0.1266, 0.1284, 0.1247]
}

[4]
{
  "formula": "C34H96N6O16",
  "method": "the ωB97M-V functional and the def2-TZVPD basis",
  "elements": ["C", "O", "C", "C", "C", "N", "H", "H", "H", "H", "H", "H", "H", "H", "H", "H", "H", "C", "O", "C", "C", "C", "N", "H", "H", "H", "H", "H", "H", "H", "H", "H", "H", "H", "C", "O", "C", "C", "C", "N", "H", "H", "H", "H", "H", "H", "H", "H", "H", "H", "H", "C", "O", "C", "C", "C", "N", "H", "H", "H", "H", "H", "H", "H", "H", "H", "H", "H", "C", "O", "C", "C", "C", "N", "H", "H", "H", "H", "H", "H", "H", "H", "H", "H", "H", "C", "O", "C", "C", "C", "N", "H", "H", "H", "H", "H", "H", "H", "H", "H", "H", "H", "O", "C", "C", "O", "H", "H", "H", "H", "H", "H", "O", "C", "C", "O", "H", "H", "H", "H", "H", "H", "O", "C", "C", "O", "H", "H", "H", "H", "H", "H", "O", "C", "C", "O", "H", "H", "H", "H", "H", "H", "O", "C", "C", "O", "H", "H", "H", "H", "H", "H"],
  "coordinates": [[3.72, 3.13, -2.76], [3.60, 3.08, -4.18], [4.86, 3.41, -4.81], [5.97, 2.22, -4.64], [7.18, 2.58, -5.45], [5.36, 1.05, -5.23], [2.74, 2.95, -2.30], [4.00, 4.10, -2.35], [4.27, 2.30, -2.32], [4.69, 3.80, -5.81], [5.21, 4.31, -4.31], [6.27, 1.95, -3.63], [7.60, 3.56, -5.22], [6.95, 2.62, -6.51], [8.00, 1.86, -5.39], [5.11, 1.41, -6.14], [4.48, 1.11, -4.75], [0.67, 4.76, -3.04], [-0.35, 4.00, -2.45], [-1.69, 4.20, -3.03], [-2.32, 5.54, -2.53], [-2.27, 5.70, -0.96], [-3.68, 5.73, -3.01], [0.38, 5.76, -3.34], [0.98, 4.20, -3.92], [1.44, 4.89, -2.27], [-1.59, 4.21, -4.12], [-2.28, 3.37, -2.63], [-1.76, 6.33, -3.04], [-2.35, 6.73, -0.62], [-1.36, 5.33, -0.48], [-3.03, 5.11, -0.44], [-3.79, 5.79, -4.01], [-4.20, 4.93, -2.69], [-4.41, 2.74, -0.43], [-4.98, 3.55, -1.46], [-6.13, 3.16, -2.12], [-7.24, 2.77, -1.15], [-8.49, 2.16, -1.80], [-7.73, 3.87, -0.38], [-3.35, 2.95, -0.28], [-4.64, 1.71, -0.71], [-4.97, 2.95, 0.48], [-6.47, 3.90, -2.84], [-5.87, 2.35, -2.80], [-6.91, 1.99, -0.46], [-9.19, 1.76, -1.07], [-8.19, 1.34, -2.45], [-9.06, 2.88, -2.39], [-8.17, 3.59, 0.49], [-7.01, 4.52, -0.09], [-0.06, -4.99, 5.04], [0.92, -4.35, 4.30], [1.99, -3.83, 5.00], [2.88, -3.00, 4.01], [3.93, -2.06, 4.55], [1.98, -2.11, 3.21], [0.25, -5.74, 5.78], [-0.81, -5.43, 4.39], [-0.63, -4.23, 5.58], [1.61, -3.12, 5.73], [2.57, -4.68, 5.36], [3.35, -3.76, 3.37], [4.52, -2.54, 5.33], [3.47, -1.20, 5.02], [4.61, -1.81, 3.73], [1.26, -2.60, 2.70], [2.58, -1.72, 2.50], [1.33, -3.83, -3.40], [2.54, -3.10, -3.53], [2.93, -2.43, -2.32], [3.46, -1.00, -2.68], [2.49, -0.24, -3.61], [4.82, -1.15, -3.25], [0.55, -3.21, -2.96], [1.50, -4.70, -2.76], [1.03, -4.15, -4.39], [2.13, -2.24, -1.61], [3.65, -3.03, -1.77], [3.54, -0.35, -1.80], [2.43, -0.78, -4.56], [2.81, 0.76, -3.88], [1.49, 0.01, -3.25], [5.12, -0.37, -3.81], [4.78, -1.85, -3.98], [-1.26, -7.26, 1.91], [-0.35, -6.20, 1.75], [-0.48, -5.56, 0.53], [0.20, -4.18, 0.50], [1.70, -4.27, 0.46], [-0.23, -3.51, 1.71], [-2.17, -6.83, 2.33], [-0.92, -7.96, 2.67], [-1.42, -7.86, 1.01], [-0.01, -6.31, -0.10], [-1.49, -5.40, 0.17], [-0.17, -3.60, -0.34], [2.13, -4.78, -0.40], [2.00, -4.70, 1.41], [2.20, -3.30, 0.50], [-1.16, -3.88, 1.81], [0.25, -4.06, 2.41], [-2.02, 1.28, 2.05], [-0.96, 2.14, 2.50], [-1.47, 3.57, 2.99], [-0.34, 4.30, 3.39], [-1.70, 0.57, 1.48], [-0.37, 1.72, 3.30], [-0.16, 2.31, 1.78], [-2.12, 3.49, 3.86], [-2.13, 3.97, 2.21], [-0.51, 5.23, 3.21], [-2.88, -1.03, 6.09], [-2.28, -0.44, 4.93], [-1.02, -1.20, 4.55], [0.01, -0.85, 5.49], [-2.26, -1.07, 6.82], [-3.07, -0.54, 4.19], [-1.96, 0.60, 4.94], [-0.84, -0.92, 3.51], [-1.09, -2.28, 4.65], [0.83, -1.08, 5.05], [-4.30, -3.53, -0.09], [-3.26, -2.66, 0.32], [-3.44, -2.39, 1.82], [-3.19, -3.57, 2.57], [-4.27, -4.16, 0.63], [-2.34, -3.23, 0.23], [-3.09, -1.76, -0.27], [-4.34, -1.84, 2.11], [-2.64, -1.68, 1.99], [-3.89, -3.62, 3.23], [-0.63, -0.87, 0.44], [-0.22, -0.56, -0.88], [-0.63, 0.79, -1.39], [0.49, 1.62, -1.44], [-0.44, -1.78, 0.68], [0.86, -0.64, -0.80], [-0.51, -1.39, -1.52], [-1.31, 1.20, -0.65], [-1.15, 0.75, -2.35], [0.28, 2.45, -1.88], [4.19, -0.84, 1.33], [4.12, 0.54, 1.69], [2.72, 1.10, 1.72], [2.16, 0.85, 2.94], [4.97, -1.00, 0.80], [4.62, 0.69, 2.65], [4.77, 1.15, 1.05], [2.07, 0.81, 0.89], [2.90, 2.17, 1.71], [2.02, -0.10, 2.99]],
  "lowdin_charge": [-0.1158, -0.2141, -0.1426, -0.4094, -0.0827, 0.0316, 0.0639, 0.0951, 0.0844, 0.1253, 0.1065, 0.1348, 0.0788, 0.0775, 0.0822, 0.0832, 0.0258, -0.0948, -0.2562, -0.1173, -0.3925, -0.0275, 0.0443, 0.0864, 0.0954, 0.0926, 0.1239, 0.1144, 0.1178, 0.0727, 0.0648, 0.0472, 0.0700, 0.0290, -0.0681, -0.2449, -0.1982, -0.4624, -0.0701, 0.0389, 0.0712, 0.0940, 0.0903, 0.1353, 0.1255, 0.1195, 0.0740, 0.0724, 0.0775, 0.0801, 0.0727, -0.0944, -0.2249, -0.1808, -0.3661, -0.0540, 0.0700, 0.0949, 0.0830, 0.0825, 0.1254, 0.1329, 0.1275, 0.0796, 0.0871, 0.0724, 0.0263, 0.0416, -0.0956, -0.1880, -0.1869, -0.3718, -0.0414, 0.0474, 0.0731, 0.0772, 0.0912, 0.0810, 0.1199, 0.1147, 0.0832, 0.0410, 0.0627, 0.0041, 0.0673, -0.0939, -0.1853, -0.2096, -0.4053, -0.0409, 0.0611, 0.0888, 0.0894, 0.0918, 0.1308, 0.1242, 0.1160, 0.0794, 0.0855, 0.0680, 0.0526, 0.0467, -0.0836, -0.2070, -0.2363, -0.0526, 0.0271, 0.0960, 0.1075, 0.1084, 0.1017, 0.0850, -0.0661, -0.2247, -0.2391, -0.0713, 0.0778, 0.1046, 0.1142, 0.0982, 0.0980, 0.0341, -0.0528, -0.2303, -0.2297, -0.0635, 0.0685, 0.0801, 0.1223, 0.1342, 0.0828, 0.0997, -0.0888, -0.2216, -0.2443, -0.0678, 0.0262, 0.1012, 0.1080, 0.1075, 0.1261, 0.0368, -0.0850, -0.2297, -0.2744, -0.0530, 0.0911, 0.1184, 0.1116, 0.1148, 0.1254, 0.0304]
}

Per-record total energy, hartree: -2134.53348; -323.04867; -952.08158; -2885.09834
Per-record energy above the lowest of the compared OMol25 structures with the same formula, charge and spin, kcal per mole: 0.0; 106.4; 54.5; 61.4
Per-record HOMO-LUMO gap, eV: 9.335; 5.572; 9.781; 9.393